Entry from the Open Molecules 2025 dataset: a 8-piece molecular cluster, C46H100F12N2O14P2S4 overall at a distorted geometry (wB97M-V/def2-TZVPD).

Bonds (Å) are listed after each position.
Cartesian coordinates (Å):
1 C 0.173 4.029 1.055  N2 1.527, H8 1.090, H9 1.090, H10 1.090
2 N 0.703 2.599 1.128  C1 1.527, C3 1.539, C4 1.605, C5 1.524
3 C 2.205 2.516 0.799  N2 1.539, H11 1.090, H12 1.090, H13 1.090
4 C 0.550 2.138 2.658  N2 1.605, H14 1.090, H15 1.090, H16 1.090
5 C -0.196 1.655 0.338  N2 1.524, C6 1.512, H17 1.090, H18 1.090
6 C 0.017 1.531 -1.153  C5 1.512, O7 1.400, H19 1.090, H20 1.090
7 O -0.089 2.771 -1.795  C6 1.400, H21 0.960
8 H -0.269 4.121 0.063  C1 1.090
9 H 1.001 4.724 1.194  C1 1.090
10 H -0.610 4.241 1.783  C1 1.090
11 H 2.457 1.471 0.976  C3 1.090
12 H 2.726 3.036 1.603  C3 1.090
13 H 2.483 2.679 -0.242  C3 1.090
14 H 0.760 2.992 3.301  C4 1.090
15 H 1.116 1.248 2.933  C4 1.090
16 H -0.459 1.848 2.951  C4 1.090
17 H -1.208 1.920 0.643  C5 1.090
18 H 0.174 0.693 0.694  C5 1.090
19 H -0.835 1.085 -1.665  C6 1.090
20 H 0.913 1.006 -1.486  C6 1.090
21 H 0.748 2.894 -2.248  O7 0.960
22 C -1.761 6.344 -4.039  N23 1.560, H29 1.090, H30 1.090, H31 1.090
23 N -0.227 6.200 -4.281  C22 1.560, C24 1.502, C25 1.574, C26 1.568
24 C 0.528 5.956 -3.005  N23 1.502, H32 1.090, H33 1.090, H34 1.090
25 C -0.263 4.909 -5.179  N23 1.574, H35 1.090, H36 1.090, H37 1.090
26 C 0.280 7.577 -4.833  N23 1.568, C27 1.550, H38 1.090, H39 1.090
27 C 1.717 7.657 -5.408  C26 1.550, O28 1.460, H40 1.090, H41 1.090
28 O 1.720 6.800 -6.591  C27 1.460, H42 0.960
29 H -1.879 7.288 -3.507  C22 1.090
30 H -2.031 5.448 -3.479  C22 1.090
31 H -2.324 6.354 -4.972  C22 1.090
32 H 0.060 5.098 -2.524  C24 1.090
33 H 0.391 6.833 -2.373  C24 1.090
34 H 1.538 5.915 -3.414  C24 1.090
35 H -0.536 4.002 -4.638  C25 1.090
36 H 0.757 4.845 -5.557  C25 1.090
37 H -0.853 4.988 -6.092  C25 1.090
38 H 0.154 8.306 -4.032  C26 1.090
39 H -0.430 7.994 -5.547  C26 1.090
40 H 2.432 7.159 -4.754  C27 1.090
41 H 2.017 8.641 -5.769  C27 1.090
42 H 2.609 6.913 -6.937  O28 0.960
43 C 4.193 -7.737 -0.813  C44 1.480, H60 1.090, H61 1.090, H62 1.090
44 C 3.140 -6.760 -1.165  C43 1.480, C45 1.531, H63 1.090, H64 1.090
45 C 3.761 -5.413 -1.542  C44 1.531, C46 1.581, H65 1.090, H66 1.090
46 C 2.702 -4.251 -1.706  C45 1.581, P47 1.820, H67 1.090, H68 1.090
47 P 3.442 -2.727 -2.372  C46 1.820, C48 1.808, C52 1.864, C56 1.818
48 C 4.299 -1.865 -1.034  P47 1.808, C49 1.542, H69 1.090, H70 1.090
49 C 3.480 -1.494 0.220  C48 1.542, C50 1.534, H71 1.090, H72 1.090
50 C 4.258 -0.638 1.227  C49 1.534, C51 1.546, H73 1.090, H74 1.090
51 C 5.555 -1.242 1.813  C50 1.546, H75 1.090, H76 1.090, H77 1.090
52 C 2.053 -1.638 -2.968  P47 1.864, C53 1.588, H78 1.090, H79 1.090
53 C 1.275 -1.943 -4.319  C52 1.588, C54 1.609, H80 1.090, H81 1.090
54 C -0.099 -1.144 -4.564  C53 1.609, C55 1.558, H82 1.090, H83 1.090
55 C 0.179 0.380 -4.727  C54 1.558, H84 1.090, H85 1.090, H86 1.090
56 C 4.703 -3.016 -3.648  P47 1.818, C57 1.561, H87 1.090, H88 1.090
57 C 5.567 -1.816 -4.150  C56 1.561, C58 1.518, H89 1.090, H90 1.090
58 C 6.297 -2.238 -5.411  C57 1.518, C59 1.517, H91 1.090, H92 1.090
59 C 7.243 -1.228 -6.034  C58 1.517, H93 1.090, H94 1.090, H95 1.090
60 H 4.893 -7.316 -0.091  C43 1.090
61 H 4.641 -8.039 -1.759  C43 1.090
62 H 3.753 -8.657 -0.428  C43 1.090
63 H 2.746 -6.470 -0.191  C44 1.090
64 H 2.366 -7.114 -1.846  C44 1.090
65 H 4.232 -5.541 -2.517  C45 1.090
66 H 4.649 -5.218 -0.940  C45 1.090
67 H 2.448 -4.018 -0.672  C46 1.090
68 H 1.859 -4.492 -2.354  C46 1.090
69 H 4.818 -1.021 -1.488  C48 1.090
70 H 5.181 -2.503 -0.982  C48 1.090
71 H 3.145 -2.384 0.753  C49 1.090
72 H 2.665 -0.868 -0.141  C49 1.090
73 H 3.727 -0.205 2.076  C50 1.090
74 H 4.492 0.266 0.666  C50 1.090
75 H 6.046 -0.418 2.330  C51 1.090
76 H 6.226 -1.678 1.073  C51 1.090
77 H 5.488 -2.012 2.582  C51 1.090
78 H 2.478 -0.643 -3.103  C52 1.090
79 H 1.391 -1.561 -2.106  C52 1.090
80 H 1.159 -3.025 -4.380  C53 1.090
81 H 2.029 -1.737 -5.079  C53 1.090
82 H -0.811 -1.179 -3.739  C54 1.090
83 H -0.748 -1.549 -5.341  C54 1.090
84 H 0.826 0.621 -3.884  C55 1.090
85 H -0.616 1.093 -4.509  C55 1.090
86 H 0.630 0.608 -5.693  C55 1.090
87 H 4.201 -3.486 -4.494  C56 1.090
88 H 5.280 -3.836 -3.220  C56 1.090
89 H 6.244 -1.459 -3.374  C57 1.090
90 H 4.931 -0.990 -4.468  C57 1.090
91 H 5.492 -2.446 -6.116  C58 1.090
92 H 6.743 -3.206 -5.182  C58 1.090
93 H 8.101 -1.089 -5.377  C59 1.090
94 H 6.794 -0.243 -6.160  C59 1.090
95 H 7.558 -1.599 -7.009  C59 1.090
96 C -5.016 2.925 1.136  C97 1.568, H113 1.090, H114 1.090, H115 1.090
97 C -4.454 1.749 0.264  C96 1.568, C98 1.540, H116 1.090, H117 1.090
98 C -4.865 0.316 0.646  C97 1.540, C99 1.508, H118 1.090, H119 1.090
99 C -3.895 -0.130 1.712  C98 1.508, P100 1.911, H120 1.090, H121 1.090
100 P -4.407 -1.779 2.530  C99 1.911, C101 1.895, C105 1.810, C109 1.842
101 C -3.205 -2.560 3.770  P100 1.895, C102 1.516, H122 1.090, H123 1.090
102 C -2.283 -1.610 4.508  C101 1.516, C103 1.449, H124 1.090, H125 1.090
103 C -1.404 -2.267 5.455  C102 1.449, C104 1.603, H126 1.090, H127 1.090
104 C -0.359 -1.362 6.265  C103 1.603, H128 1.090, H129 1.090, H130 1.090
105 C -5.959 -1.498 3.416  P100 1.810, C106 1.503, H131 1.090, H132 1.090
106 C -5.846 -0.730 4.703  C105 1.503, C107 1.507, H133 1.090, H134 1.090
107 C -7.096 -0.070 5.225  C106 1.507, C108 1.574, H135 1.090, H136 1.090
108 C -8.274 -1.076 5.505  C107 1.574, H137 1.090, H138 1.090, H139 1.090
109 C -4.934 -2.966 1.223  P100 1.842, C110 1.503, H140 1.090, H141 1.090
110 C -5.097 -4.382 1.697  C109 1.503, C111 1.551, H142 1.090, H143 1.090
111 C -5.733 -5.244 0.575  C110 1.551, C112 1.507, H144 1.090, H145 1.090
112 C -7.111 -5.766 0.889  C111 1.507, H146 1.090, H147 1.090, H148 1.090
113 H -4.512 3.878 0.973  C96 1.090
114 H -4.855 2.739 2.197  C96 1.090
115 H -6.055 3.055 0.835  C96 1.090
116 H -3.368 1.799 0.177  C97 1.090
117 H -4.713 1.920 -0.781  C97 1.090
118 H -4.773 -0.241 -0.286  C98 1.090
119 H -5.942 0.231 0.794  C98 1.090
120 H -3.799 0.451 2.629  C99 1.090
121 H -2.910 -0.378 1.317  C99 1.090
122 H -2.606 -3.318 3.266  C101 1.090
123 H -3.829 -3.143 4.448  C101 1.090
124 H -2.803 -0.736 4.900  C102 1.090
125 H -1.602 -1.134 3.802  C102 1.090
126 H -0.880 -3.105 4.996  C103 1.090
127 H -2.040 -2.670 6.243  C103 1.090
128 H 0.289 -0.731 5.657  C104 1.090
129 H 0.167 -1.859 7.080  C104 1.090
130 H -0.833 -0.621 6.910  C104 1.090
131 H -6.411 -2.463 3.644  C105 1.090
132 H -6.576 -0.909 2.736  C105 1.090
133 H -5.156 0.112 4.641  C106 1.090
134 H -5.549 -1.378 5.528  C106 1.090
135 H -7.366 0.816 4.651  C107 1.090
136 H -6.828 0.386 6.179  C107 1.090
137 H -8.244 -1.616 6.451  C108 1.090
138 H -8.473 -1.739 4.663  C108 1.090
139 H -9.210 -0.555 5.708  C108 1.090
140 H -4.147 -2.764 0.496  C109 1.090
141 H -5.813 -2.412 0.895  C109 1.090
142 H -5.777 -4.345 2.548  C110 1.090
143 H -4.086 -4.770 1.819  C110 1.090
144 H -5.073 -6.067 0.303  C111 1.090
145 H -5.657 -4.736 -0.386  C111 1.090
146 H -7.153 -6.055 1.939  C112 1.090
147 H -7.213 -6.590 0.182  C112 1.090
148 H -7.673 -4.840 0.771  C112 1.090
149 C -1.080 2.900 6.487  F150 1.330, F151 1.401, F152 1.338, S153 1.953
150 F -0.374 3.411 5.483  C149 1.330
151 F -0.274 1.907 7.060  C149 1.401
152 F -1.440 3.813 7.396  C149 1.338
153 S -2.740 2.144 5.792  C149 1.953, O154 1.473, O155 1.446, O156 1.476
154 O -2.926 1.048 6.758  S153 1.473
155 O -3.647 3.269 5.727  S153 1.446
156 O -2.388 1.735 4.418  S153 1.476
157 C 4.109 2.483 -4.936  F158 1.349, F159 1.312, F160 1.392, S161 1.868
158 F 4.269 3.653 -5.589  C157 1.349
159 F 3.105 1.861 -5.505  C157 1.312
160 F 5.260 1.705 -5.037  C157 1.392
161 S 3.701 2.782 -3.137  C157 1.868, O162 1.448, O163 1.494, O164 1.457
162 O 4.627 3.804 -2.696  S161 1.448
163 O 2.242 3.086 -3.041  S161 1.494
164 O 4.087 1.556 -2.451  S161 1.457
165 C 3.782 2.072 6.411  F166 1.304, F167 1.383, F168 1.357, S169 1.964
166 F 4.824 2.065 7.195  C165 1.304
167 F 2.725 1.413 7.010  C165 1.383
168 F 3.509 3.395 6.271  C165 1.357
169 S 4.282 1.296 4.677  C165 1.964, O170 1.498, O171 1.499, O172 1.434
170 O 3.304 1.868 3.695  S169 1.498
171 O 5.675 1.782 4.412  S169 1.499
172 O 4.244 -0.126 4.858  S169 1.434
173 C -1.816 -2.890 -1.672  F174 1.298, F175 1.298, F176 1.283, S177 1.867
174 F -2.762 -3.780 -1.661  C173 1.298
175 F -0.958 -3.323 -2.545  C173 1.298
176 F -2.327 -1.759 -1.993  C173 1.283
177 S -0.905 -2.835 -0.044  C173 1.867, O178 1.450, O179 1.454, O180 1.465
178 O -0.528 -1.445 0.129  S177 1.450
179 O -1.839 -3.235 0.996  S177 1.454
180 O 0.302 -3.658 -0.154  S177 1.465

Summary:
* expectation value of S²: 0.75
* HOMO (spin up / spin down): -0.0238 / -0.2374 Ha
* total charge: -1
* electronic energy: -175492.902 eV
* maximum force: 3.8 eV/Å
* 2S+1: 2
* gap between HOMO and LUMO (spin up / spin down): 2.071 / 7.880 eV

Atomic partial charges in e from the Mulliken method, atoms 1 to 2: -0.93, 0.99